Density functional theory data (the ωB97M-V functional and the def2-TZVPD basis) for a structure of composition C50H44AsCrN4PS2.

Net charge   +1
M   922.96 g/mol
<S²>   3.81
2S+1   4
Kohn-Sham gap (alpha / beta)   7.3 / 7.1 eV
Relative energy (zero: lowest compared OMol25 entry of this formula, charge and spin)   0.188 eV
Electronic energy   -6568.62647 Ha

```
103
Properties=species:S:1:pos:R:3:forces:R:3:lowdin_charge:R:1
Cr 0.1961 -0.1182 -1.6670 -0.15 -0.20 -0.16 0.413
S -1.9028 -1.0579 -1.1597 -0.01 0.18 0.20 0.680
C -2.3406 -2.4242 -0.1085 0.01 -0.13 -0.13 -0.625
C -3.3006 -3.2735 -0.6811 0.03 0.00 -0.01 -0.138
C -3.8451 -4.3298 0.0223 0.00 -0.01 0.01 -0.077
C -3.4395 -4.5760 1.3278 0.00 -0.01 -0.02 -0.076
C -2.4874 -3.7546 1.9010 0.03 0.01 0.00 -0.100
C -1.9291 -2.6815 1.2030 -0.01 0.02 0.01 -0.404
As -0.5470 -1.6132 2.0596 -0.07 0.03 0.02 1.372
C -1.0574 -1.8306 3.9256 -0.01 0.00 0.00 -0.394
C -0.5775 -2.8221 4.7751 0.00 -0.01 0.00 -0.113
C -1.0194 -2.8876 6.0904 0.00 0.00 0.00 -0.076
C -1.9457 -1.9693 6.5631 0.00 0.00 0.00 -0.081
C -2.4308 -0.9809 5.7180 0.00 0.01 0.00 -0.076
C -1.9828 -0.9092 4.4076 0.00 0.00 0.03 -0.113
C 0.9055 -2.9231 1.9435 0.03 0.00 0.02 -0.411
C 2.0486 -2.7223 2.7208 0.01 -0.01 -0.03 -0.143
C 3.1516 -3.5506 2.5815 0.01 -0.01 -0.01 -0.086
C 3.1405 -4.5723 1.6387 0.00 0.01 0.01 -0.079
C 2.0168 -4.7698 0.8504 -0.01 0.00 0.00 -0.069
C 0.9006 -3.9555 1.0075 0.01 0.00 -0.02 -0.099
H -3.6221 -3.0783 -1.6962 0.00 0.01 0.00 0.093
H -4.5886 -4.9597 -0.4492 0.00 0.00 0.00 0.107
H -3.8597 -5.3985 1.8912 0.00 0.00 0.00 0.106
H -2.1692 -3.9459 2.9183 0.00 0.00 0.00 0.097
H 0.1357 -3.5544 4.4171 0.00 0.01 -0.01 0.098
H -0.6421 -3.6632 6.7444 0.00 0.00 0.00 0.106
H -2.2903 -2.0249 7.5874 0.00 0.00 0.00 0.105
H -3.1560 -0.2632 6.0806 0.00 0.00 0.00 0.105
H -2.3618 -0.1323 3.7536 0.00 0.01 -0.02 0.074
H 2.0719 -1.9186 3.4493 0.00 0.01 0.01 0.110
H 4.0230 -3.3982 3.2064 0.00 0.00 0.00 0.108
H 4.0029 -5.2165 1.5262 0.00 0.00 0.00 0.106
H 2.0006 -5.5668 0.1181 0.00 0.00 0.00 0.107
H 0.0201 -4.1290 0.3995 0.01 0.00 0.00 0.098
S 2.4402 -3.0582 -4.1999 0.01 -0.01 -0.01 1.057
C 1.1583 -3.9403 -3.4903 -0.02 0.00 0.02 -0.388
C 0.3519 -3.1612 -2.7117 -0.03 0.01 -0.01 -0.199
C 0.7630 -1.7985 -2.6735 0.03 0.09 0.03 -0.307
C 1.8925 -1.6148 -3.4332 0.01 0.03 0.02 -0.537
C 2.4868 -0.2965 -3.5537 -0.03 -0.01 0.00 -0.263
C 3.5660 0.0294 -4.3723 0.01 0.01 0.00 -0.001
C 3.9991 1.3380 -4.4313 0.00 -0.01 -0.01 -0.033
C 3.3440 2.3068 -3.6802 -0.01 0.01 0.02 -0.036
C 2.2897 1.9111 -2.8850 0.04 -0.02 0.00 -0.101
N 1.8739 0.6443 -2.7992 0.02 0.01 0.04 0.029
H 1.0613 -4.9956 -3.6942 0.01 0.00 0.00 0.073
H -0.5242 -3.5391 -2.2016 0.01 -0.01 0.00 0.092
H 4.0413 -0.7422 -4.9624 0.00 -0.01 0.00 0.112
H 4.8330 1.6065 -5.0662 0.00 0.00 0.00 0.119
H 3.6384 3.3458 -3.7092 0.00 0.00 0.00 0.112
H 1.7480 2.6336 -2.2916 0.00 0.00 -0.01 0.080
N 1.6698 -0.7608 -0.2906 0.00 -0.03 0.03 0.011
C 2.3048 0.1355 0.6572 0.01 0.03 0.01 -0.294
C 3.5515 -0.2061 1.1648 -0.02 0.00 0.00 -0.022
C 4.1759 0.6171 2.0852 0.01 -0.01 0.00 -0.049
C 3.5564 1.7886 2.5002 0.00 0.00 0.00 -0.054
C 2.3223 2.1350 1.9798 0.01 0.01 0.01 -0.089
C 1.6741 1.3136 1.0543 0.02 -0.01 0.00 -0.305
P 0.1109 1.7493 0.2350 -0.02 0.03 -0.12 1.089
C 0.3309 3.5311 -0.1713 -0.02 0.03 0.02 -0.362
C -0.8133 4.3153 -0.3498 0.00 0.00 -0.01 -0.101
C -0.7099 5.6387 -0.7539 0.00 0.00 0.00 -0.069
C 0.5367 6.2055 -0.9764 -0.01 0.00 0.00 -0.067
C 1.6796 5.4415 -0.7892 0.01 0.00 0.00 -0.062
C 1.5792 4.1151 -0.3933 0.01 -0.01 0.00 -0.116
C -1.2348 1.8824 1.4561 0.03 -0.02 0.01 -0.396
C -2.5239 1.5496 1.0491 0.01 0.02 0.00 -0.131
C -3.6030 1.7931 1.8905 -0.01 -0.01 0.00 -0.065
C -3.4006 2.3670 3.1359 0.00 0.00 0.00 -0.080
C -2.1130 2.6868 3.5504 0.01 -0.02 -0.01 -0.074
C -1.0347 2.4489 2.7141 -0.02 -0.02 0.03 -0.077
H 2.3827 -1.1792 -0.8856 0.02 -0.01 0.01 0.106
H 1.2732 -1.5535 0.2219 0.03 0.01 0.01 0.041
H 4.0187 -1.1300 0.8459 0.01 -0.01 0.00 0.122
H 5.1469 0.3457 2.4776 0.00 0.00 0.00 0.115
H 4.0426 2.4388 3.2149 0.00 0.00 0.00 0.114
H 1.8762 3.0782 2.2662 -0.01 -0.01 0.01 0.106
H -1.7935 3.8962 -0.1527 0.00 0.00 0.00 0.109
H -1.6074 6.2306 -0.8788 0.00 0.00 0.00 0.113
H 0.6180 7.2404 -1.2809 0.00 0.00 0.00 0.111
H 2.6566 5.8811 -0.9430 0.00 0.00 0.00 0.112
H 2.4844 3.5386 -0.2480 -0.01 0.00 0.00 0.105
H -2.6800 1.0776 0.0873 -0.01 0.01 0.00 0.039
H -4.6013 1.5278 1.5676 0.00 0.00 0.00 0.113
H -4.2421 2.5590 3.7889 0.00 0.00 0.00 0.111
H -1.9479 3.1221 4.5273 0.00 0.00 0.00 0.112
H -0.0418 2.7048 3.0553 0.01 0.00 0.00 0.093
C -2.2048 4.1853 -4.0605 -0.01 0.01 -0.01 -0.005
C -1.8794 2.7342 -3.9805 0.00 0.00 0.00 -0.273
C -2.2345 1.6687 -4.7748 0.02 0.01 0.00 0.040
C -1.6482 0.5304 -4.1960 -0.02 0.02 -0.01 -0.306
N -0.9648 0.8838 -3.1070 -0.01 -0.03 0.02 -0.058
N -1.1184 2.2271 -2.9961 0.02 0.00 0.00 0.067
C -1.7781 -0.8718 -4.6768 0.01 -0.01 0.00 -0.010
H -2.6757 4.4062 -5.0152 0.00 0.00 0.00 0.087
H -1.3074 4.7980 -3.9682 0.00 0.00 0.01 0.083
H -2.8958 4.4738 -3.2670 0.00 0.00 0.00 0.087
H -2.8403 1.6989 -5.6640 0.00 0.00 0.00 0.122
H -0.7102 2.7297 -2.2230 -0.01 0.01 0.00 0.096
H -1.9109 -0.8775 -5.7577 -0.01 0.00 0.00 0.091
H -2.6490 -1.3400 -4.2162 0.01 -0.01 0.01 0.083
H -0.9083 -1.4692 -4.4201 0.00 0.01 -0.01 0.058
```
Positions in Å, forces in eV/Å.